The following is a quantum chemistry calculation of a cluster of 14 separate species, C38H104O34S14 in total, from OMol25.

Results
* gap between HOMO and LUMO: 8.3 eV
* total energy: -9642.79662 a.u.
* LUMO level: -0.253 eV
* ΔE to the lowest compared entry with this formula, charge and spin: 0.0 kcal/mol
* HOMO level: -8.589 eV

Last column: Löwdin charge in e.
Geometry (Å):
1 O 3.093546 -1.732452 -6.782397  -0.258
2 S 1.738160 -1.587115 -6.369715  0.560
3 O 1.070829 -2.680550 -5.739433  -0.275
4 O 1.631030 -0.415925 -5.313506  -0.277
5 C 1.854234 0.975408 -5.671020  -0.227
6 C 0.759202 1.754143 -4.984650  -0.045
7 C 0.699459 -0.967695 -7.677176  -0.098
8 H 1.763029 1.059139 -6.754126  0.105
9 H 2.875052 1.298977 -5.459947  0.124
10 H -0.111048 1.618054 -5.622865  0.057
11 H 0.958637 2.827993 -5.052854  0.089
12 H 0.649882 1.525800 -3.928222  0.083
13 H 1.330434 -0.372953 -8.333217  0.074
14 H -0.069492 -0.370650 -7.195177  0.060
15 H 0.291097 -1.806962 -8.231404  0.075
16 O 0.730252 5.199158 3.280853  -0.270
17 S 1.899487 4.393832 3.270013  0.549
18 O 2.067715 3.406643 2.243822  -0.292
19 O 3.131527 5.383666 3.249604  -0.226
20 C 4.392602 4.837227 2.827932  -0.271
21 C 5.543177 5.649749 3.381208  -0.056
22 C 2.060038 3.612488 4.843544  -0.094
23 H 4.420335 4.813294 1.736515  0.092
24 H 4.518436 3.786625 3.109577  0.114
25 H 5.312960 6.714766 3.324160  0.085
26 H 6.429206 5.426451 2.789146  0.081
27 H 5.752144 5.447297 4.431560  0.079
28 H 2.006439 4.419835 5.572577  0.086
29 H 3.025973 3.121992 4.928216  0.057
30 H 1.217592 2.934898 4.934635  0.052
31 O -2.810694 6.130437 -3.976706  -0.256
32 S -1.639057 6.264787 -3.186481  0.562
33 O -1.144193 7.497294 -2.666840  -0.273
34 O -1.749920 5.185294 -2.023166  -0.266
35 C -0.825353 5.314953 -0.902427  -0.226
36 C -0.405500 3.902355 -0.556893  -0.059
37 C -0.286842 5.539918 -4.084980  -0.114
38 H -1.404682 5.771678 -0.098687  0.122
39 H 0.030145 5.940330 -1.141204  0.091
40 H -1.268027 3.244511 -0.608881  0.062
41 H 0.000792 3.849429 0.453755  0.061
42 H 0.371033 3.608870 -1.261509  0.055
43 H -0.517330 4.486364 -4.217240  0.029
44 H 0.636093 5.776286 -3.564736  0.042
45 H -0.322793 5.975368 -5.084075  0.078
46 O -4.393888 3.327940 -6.685952  -0.246
47 S -3.212808 2.813239 -6.102195  0.556
48 O -1.989342 3.554042 -6.163581  -0.282
49 O -3.543046 2.517660 -4.586351  -0.219
50 C -2.510952 1.880156 -3.818097  -0.264
51 C -3.096532 1.642311 -2.424273  -0.034
52 C -2.879287 1.215533 -6.793290  -0.140
53 H -1.615254 2.496235 -3.764766  0.093
54 H -2.285031 0.882548 -4.201822  0.089
55 H -3.349903 2.578873 -1.934673  0.082
56 H -2.445664 1.001702 -1.835990  0.055
57 H -4.012997 1.075694 -2.610962  0.086
58 H -3.744157 0.573075 -6.688249  0.066
59 H -2.015252 0.828071 -6.263629  0.021
60 H -2.621901 1.446959 -7.825996  0.080
61 O 3.592007 0.732828 5.602200  -0.259
62 S 3.809121 -0.248384 4.608159  0.547
63 O 2.869844 -1.290710 4.372830  -0.261
64 O 4.010133 0.563648 3.257442  -0.256
65 C 4.178285 -0.162272 2.038141  -0.272
66 C 4.043499 0.788308 0.875044  -0.071
67 C 5.409435 -0.955858 4.777227  -0.117
68 H 3.560195 -1.052823 1.908433  0.116
69 H 5.186503 -0.600274 1.990902  0.123
70 H 4.993503 1.256008 0.615005  0.086
71 H 3.253368 1.515405 1.067901  0.053
72 H 3.733497 0.256843 -0.026810  0.057
73 H 5.697264 -0.962327 5.827324  0.076
74 H 6.147386 -0.294047 4.320992  0.077
75 H 5.481879 -1.924474 4.295701  0.078
76 O 3.844821 -1.875174 -1.220398  -0.283
77 S 4.527388 -2.551676 -2.277638  0.573
78 O 5.800529 -3.118498 -2.082732  -0.245
79 O 3.603851 -3.750154 -2.775047  -0.214
80 C 2.208671 -3.562219 -2.641554  -0.301
81 C 1.451390 -4.704587 -3.301630  -0.051
82 C 4.515059 -1.510903 -3.708793  -0.100
83 H 1.776204 -2.656791 -3.078144  0.091
84 H 1.847126 -3.562961 -1.610184  0.103
85 H 1.746136 -5.646272 -2.825450  0.080
86 H 1.703288 -4.756026 -4.357404  0.074
87 H 0.385990 -4.625663 -3.090014  0.060
88 H 3.715478 -0.784332 -3.555224  0.060
89 H 4.274339 -2.076509 -4.601754  0.060
90 H 5.446864 -0.950641 -3.702034  0.079
91 O -3.051831 -7.693418 -1.049237  -0.239
92 S -1.916102 -6.853335 -1.026057  0.555
93 O -1.522846 -5.976924 -2.085076  -0.305
94 O -2.101379 -5.984270 0.284228  -0.252
95 C -1.295293 -4.798691 0.496503  -0.254
96 C -0.346929 -5.016738 1.655083  -0.043
97 C -0.471504 -7.817474 -0.660612  -0.107
98 H -2.015711 -4.028923 0.771941  0.111
99 H -0.792221 -4.512480 -0.424021  0.088
100 H -0.954220 -5.443070 2.454822  0.086
101 H 0.047047 -4.069636 2.018218  0.083
102 H 0.443649 -5.703751 1.357772  0.073
103 H 0.402964 -7.332225 -1.081375  0.061
104 H -0.582355 -8.834248 -1.030117  0.073
105 H -0.394272 -7.905338 0.422138  0.069
106 O 0.920547 0.909816 -0.396108  -0.272
107 S -0.061254 0.528746 0.572692  0.572
108 O -1.289922 1.225965 0.734815  -0.262
109 O -0.475822 -0.981417 0.280127  -0.232
110 C 0.150761 -1.617031 -0.826938  -0.263
111 C -0.546243 -1.258884 -2.139338  -0.030
112 C 0.696057 0.336170 2.158316  -0.093
113 H 0.033665 -2.690820 -0.673964  0.091
114 H 1.231218 -1.491921 -0.920292  0.098
115 H -0.532358 -0.191132 -2.350560  0.062
116 H -1.564890 -1.646109 -2.111934  0.082
117 H -0.019684 -1.725825 -2.975349  0.060
118 H 1.270439 1.239696 2.365096  0.047
119 H 1.382156 -0.505076 2.115736  0.065
120 H -0.136884 0.158579 2.836052  0.048
121 O -1.667860 -0.782109 4.366594  -0.275
122 S -2.811768 -1.276125 3.664131  0.543
123 O -2.839236 -1.274279 2.239373  -0.270
124 O -3.161963 -2.732645 4.125628  -0.240
125 C -3.258381 -2.978232 5.564173  -0.237
126 C -3.274891 -4.468049 5.749685  -0.062
127 C -4.172431 -0.269678 4.192718  -0.096
128 H -4.174321 -2.491698 5.895382  0.119
129 H -2.400552 -2.592753 6.111315  0.086
130 H -2.429483 -4.930175 5.233790  0.082
131 H -4.140574 -4.923815 5.259985  0.084
132 H -3.229187 -4.788327 6.786967  0.084
133 H -4.302131 -0.374420 5.263181  0.070
134 H -5.037533 -0.538317 3.593303  0.075
135 H -3.840164 0.730755 3.918620  0.057
136 O -2.051553 -2.567990 9.231121  -0.253
137 S -0.819226 -2.515511 8.533791  0.544
138 O -0.582468 -3.402874 7.439523  -0.282
139 O -0.607547 -1.037046 8.017086  -0.249
140 C 0.302946 -0.789270 6.922513  -0.257
141 C 0.145570 0.652946 6.504626  -0.066
142 C 0.561354 -2.629405 9.648091  -0.110
143 H 0.133694 -1.483445 6.107734  0.101
144 H 1.340593 -0.919498 7.253108  0.116
145 H -0.913720 0.911793 6.432564  0.076
146 H 0.559210 0.736192 5.498332  0.061
147 H 0.582421 1.352510 7.215335  0.088
148 H 0.382174 -3.534738 10.223453  0.073
149 H 0.592447 -1.734244 10.259222  0.075
150 H 1.432195 -2.731506 9.006624  0.066
151 C -2.077317 -3.648889 -5.029712  -0.251
152 S -3.435475 -2.649048 -5.667174  0.860
153 O -3.145238 -1.292355 -5.102399  -0.572
154 C -2.906755 -2.565062 -7.395702  -0.242
155 H -2.406244 -4.094822 -4.085998  0.037
156 H -1.274248 -2.935121 -4.872584  0.030
157 H -1.915330 -4.545208 -5.628945  0.067
158 H -3.619359 -2.970548 -8.108853  0.051
159 H -1.954822 -3.092338 -7.494284  0.038
160 H -2.674775 -1.530729 -7.647772  0.034
161 C 4.917819 5.197013 -1.565836  -0.266
162 S 3.248019 4.751602 -1.109361  0.833
163 O 2.321647 5.570003 -1.936908  -0.534
164 C 3.213096 3.095794 -1.824726  -0.225
165 H 5.620988 4.798069 -0.829392  0.050
166 H 4.978518 6.276647 -1.416779  0.056
167 H 5.215143 4.922019 -2.575029  0.055
168 H 2.231519 2.945183 -2.268257  0.035
169 H 3.426265 2.317028 -1.097387  0.022
170 H 3.934695 3.044126 -2.643769  0.050
171 C -4.361356 -3.399415 -0.910516  -0.266
172 S -6.087925 -3.474884 -1.393686  0.811
173 O -6.658292 -4.727348 -0.849990  -0.548
174 C -6.625045 -2.155794 -0.300059  -0.265
175 H -4.016421 -2.434540 -1.296725  0.046
176 H -3.762515 -4.186860 -1.362765  0.037
177 H -4.231119 -3.397851 0.171870  0.056
178 H -5.913659 -1.325208 -0.348032  0.049
179 H -6.715817 -2.535176 0.714151  0.059
180 H -7.534263 -1.695334 -0.684707  0.046
181 C -3.026808 5.179504 4.028350  -0.244
182 S -1.924922 3.881827 4.621144  0.821
183 O -2.807364 2.851694 5.245626  -0.561
184 C -1.526869 3.235428 3.000716  -0.272
185 H -2.522153 5.623755 3.171477  0.048
186 H -3.226109 5.926696 4.792982  0.049
187 H -3.984972 4.737443 3.756610  0.062
188 H -2.460850 2.882589 2.560969  0.070
189 H -0.833724 2.406803 3.116635  0.030
190 H -1.105006 3.990515 2.346037  0.025

Atomic forces in eV per Å
0.2688 0.0801 -0.3942
-0.6087 0.2441 0.3364
-0.0111 -0.1680 0.0409
0.1881 -0.0158 0.3062
0.1470 -0.0264 -0.3075
0.4932 0.8029 -0.8771
0.6361 -0.0246 -0.0180
-0.0701 0.1831 0.0141
-0.0083 -0.3717 0.4747
-0.5163 -0.1167 0.7254
0.1641 -0.0483 -0.0245
-0.2361 -0.3757 -0.0772
-0.1693 0.0894 -0.0873
-0.1862 -0.0668 -0.1535
-0.0265 -0.0832 0.1084
-0.1530 0.4987 -0.0311
0.1057 -0.4547 0.2610
0.0754 -0.0898 -0.2025
0.0349 -0.0614 0.1101
0.8437 -0.5414 -0.4331
-0.3832 0.3498 0.1590
0.2049 0.6711 -0.0878
-0.1974 0.2904 0.0121
-0.3679 0.0549 0.2810
0.1236 -0.0030 -0.2395
0.0845 0.0898 0.0674
-0.0604 -0.1995 -0.0270
-0.1833 -0.1151 0.0961
-0.1164 -0.2757 -0.1125
0.0472 -0.1568 0.1328
-0.5665 0.3150 0.2331
1.6466 -1.2972 -0.5800
-0.6128 0.5819 0.2718
-0.1692 0.5683 0.0287
-0.4193 -0.3940 0.4746
0.0619 0.5433 -0.0656
-0.5815 0.2909 -0.4928
0.1189 0.0851 0.0169
-0.0809 0.0866 -0.1644
0.0919 -0.1338 -0.0461
0.1315 0.0258 -0.0608
-0.1036 -0.3460 0.0138
0.1893 -0.0652 0.1878
0.0955 -0.2613 0.0126
0.1698 0.1667 0.0750
-0.5736 0.2439 -0.1409
0.3189 -0.1811 0.1898
0.3797 0.0571 -0.0570
-0.0122 -0.1629 -0.4143
-0.0051 -0.4751 1.4944
-0.4397 -0.1110 -0.9656
0.1475 0.6229 0.0870
-0.0600 0.1604 -0.2352
0.0542 0.1650 -0.3964
0.1541 -0.0236 0.1758
0.1502 0.2574 0.1926
-0.0757 0.0565 0.2833
0.0022 -0.0632 -0.0080
-0.0732 -0.3054 -0.0805
-0.0928 -0.1802 -0.0725
-0.1215 0.6270 0.6626
0.6241 -0.4359 -1.2915
-0.4656 -0.3215 0.1698
-0.4782 0.1485 0.3030
1.1497 -0.8549 -1.2214
-0.4186 0.0366 -0.4609
0.9950 0.3425 0.3177
-0.6516 0.4038 0.5575
0.0424 0.2404 0.3601
-0.0653 0.3220 0.3065
0.2297 0.1980 0.0602
0.0146 -0.2421 0.1764
-0.3402 -0.4130 0.0765
-0.2323 0.1142 -0.1660
-0.2202 -0.1278 0.1663
-0.0319 0.2782 0.5229
-1.1814 -0.0733 -0.8580
1.1478 -0.3473 0.1896
0.1925 0.2073 0.1964
-2.5780 -0.5718 0.0376
0.9351 -0.5812 0.3929
-0.4485 0.6706 0.5281
0.9612 0.3277 -0.1954
0.8408 0.1252 0.2505
0.1243 -0.0033 -0.1456
-0.3832 -0.0340 -0.0982
-0.0635 0.2876 -0.3707
-0.0759 -0.1083 0.0133
0.5268 -0.0917 -0.1176
0.1581 -0.2651 -0.3572
-0.4872 -0.2387 -0.4324
1.0331 0.0738 0.9232
-0.4796 0.2673 -0.7076
0.1076 -0.0286 -0.1800
-0.2005 0.4474 0.3876
-0.5403 -0.2757 -0.1922
-0.0081 -0.3829 0.5396
0.0334 0.1048 -0.1833
-0.0969 -0.1177 -0.0889
0.2862 -0.1163 0.1484
0.1790 0.0240 -0.1406
0.1767 0.0469 0.2854
0.0079 0.0224 0.0040
-0.1132 0.1323 -0.3371
0.0500 0.1170 -0.0022
0.1569 0.4203 -0.3056
0.0177 -0.8414 0.7229
-0.0923 0.4244 -0.1520
0.3661 0.1046 0.0356
-0.0037 -0.8169 -1.3764
0.2573 -0.2910 0.1112
-0.0298 0.1044 -0.4000
-0.2386 0.1124 0.2895
-0.0451 0.6395 0.4892
-0.1111 0.0637 0.2182
-0.0942 0.2185 -0.1548
-0.1043 -0.1178 0.0165
-0.2413 0.0997 0.1013
-0.1214 -0.1252 0.0413
0.2247 -0.0708 0.2808
0.6531 -0.3018 0.1158
-1.0168 1.1534 0.0532
0.3292 -0.5230 -0.3138
0.2265 -0.1184 0.1708
0.0632 -0.2889 0.2787
-0.2520 -0.8374 -0.8144
0.4146 -0.3038 -0.4560
-0.0117 -0.1064 0.1934
0.0204 0.3928 -0.3967
0.2219 0.2701 0.1727
-0.1611 0.1483 0.2537
-0.0848 0.2946 0.1133
-0.1613 0.1967 0.0581
-0.1421 -0.1051 0.2127
-0.0809 0.1419 0.3105
-0.4148 0.1964 0.3431
1.1887 0.5462 -0.2664
-0.0105 -0.4987 -0.2238
-0.5436 -0.0020 0.1351
0.8312 0.4144 -0.0722
-0.8586 -0.0977 -0.1752
-0.6035 -0.3575 -0.3397
-0.3259 -0.0103 -0.0252
-0.1410 -0.2753 0.2087
0.0078 -0.0914 -0.1283
0.2196 0.2503 0.1423
0.3073 -0.0676 -0.1141
0.2406 0.0450 0.1611
-0.0033 -0.0541 0.1188
0.1419 0.0199 0.1695
-0.9403 -0.6461 0.4524
0.0127 0.1087 0.1251
-0.1362 0.0675 0.0898
0.9625 -0.1187 -0.3689
-0.0038 0.4953 0.2064
0.3933 -0.3463 -0.2643
0.4773 0.3856 -0.4247
-0.1912 -0.0368 0.2002
-0.1362 -0.1614 -0.0527
-0.3663 0.1299 0.2070
0.5436 0.4420 0.4534
-0.3952 -0.2246 0.2350
0.0973 0.0797 -0.1856
0.4163 -0.1841 -0.6106
-0.1112 -0.3662 -0.1095
-0.1541 0.0315 -0.2634
-0.1861 0.0091 -0.0663
-0.1627 0.0708 0.3212
-0.0961 0.1103 0.1099
0.0317 -0.0017 0.0618
0.3849 0.6551 0.0144
0.1141 -0.1802 -0.0039
-0.1888 -0.2353 0.0323
0.2439 1.0010 -0.3433
0.1433 -0.0578 0.0334
-0.2827 -0.1792 -0.1119
-0.1812 -0.1209 0.0425
0.2291 -0.2414 0.1651
-0.0892 -0.0708 -0.0074
-0.3256 -0.5183 0.1701
0.1035 0.1417 -0.1237
-0.2815 0.0532 0.1144
0.0332 -0.1892 0.1528
-0.3979 -0.0131 -0.3062
-0.2118 0.2508 0.0092
0.2659 -0.0439 0.1175
0.1451 -0.2271 -0.1865
0.0390 -0.1863 0.0575
-0.0356 -0.0245 0.0613
0.1388 0.0648 0.1531